[1]
Below is C8H15O5P in the gas phase at a distorted geometry, with properties calculated with ωB97M-V/def2-TZVPD.

Structure (ORCA input):
```
! RIJCOSX wB97M-V def2-TZVPD def2/J DEFGRID3
* xyz 0 1
C 2.398 0.642 -0.044
C -0.098 1.299 0.355
C -0.647 3.461 -0.855
C 2.999 -2.414 -0.404
C -3.684 -1.201 -0.403
C -0.839 2.612 0.388
C 3.305 -1.408 0.631
C -2.819 -1.438 0.754
O 3.325 1.028 -0.629
O -0.017 -1.418 -0.398
O 1.203 1.511 -0.155
O 2.314 -0.370 0.775
O -1.887 -0.312 1.004
P -0.782 -0.200 -0.121
H 0.349 3.408 -1.280
H -0.897 4.501 -0.766
H -1.196 3.007 -1.683
H 2.046 -2.819 -0.220
H 2.919 -1.997 -1.405
H 3.742 -3.232 -0.423
H -3.087 -0.441 -0.969
H -3.794 -2.134 -0.904
H -4.633 -0.839 0.145
H -1.788 2.473 0.736
H -0.430 3.132 1.289
H 4.351 -1.029 0.586
H 3.349 -1.933 1.544
H -2.284 -2.358 0.716
H -3.416 -1.531 1.739
*
```

Output
- HOMO-LUMO gap (alpha / beta) (eV) = 7.79 / 7.79
- energy relative to the best compared isomer or geometry (same formula, charge and spin) (eV) = 3.200
- HOMO energy (alpha / beta) (eV) = -8.246 / -8.247


[2]
Below is C4H6N2O in the gas phase at a distorted geometry, with properties calculated with ωB97M-V/def2-TZVPD.

Structure (ORCA input):
```
! RIJCOSX wB97M-V def2-TZVPD def2/J DEFGRID3
* xyz 0 1
C -2.324 0.492 0.066
C -1.007 -0.196 0.081
O 0.047 0.523 -0.029
C 1.311 0.085 -0.059
N 1.514 -1.290 0.082
C 2.293 1.081 -0.163
N 3.151 1.868 -0.226
H -2.313 1.335 -0.633
H -3.105 -0.209 -0.241
H -2.599 0.883 1.056
H 1.581 -1.790 -0.801
H -0.867 -1.264 0.215
H 2.318 -1.518 0.653
*
```

Output
- HOMO-LUMO gap (alpha / beta) (eV) = 7.33 / 8.18
- energy relative to the best compared isomer or geometry (same formula, charge and spin) (eV) = 3.847
- HOMO energy (alpha / beta) (eV) = -7.354 / -7.634


no.,calculated total energy (hartree)
1,-1031.3083
2,-340.6535